## 1
DFT (ωB97M-V/def2-TZVPD) results for 4 unconnected molecules or ions with the total composition C4H14O3.

```
21
Properties=species:S:1:pos:R:3:mulliken_charge:R:1
C -1.47 -1.35 -1.80 -1.258
C -0.43 -0.93 -0.80 -0.085
C 0.82 -1.43 -0.81 0.004
C 1.55 -1.45 0.52 -0.997
H -1.58 -2.44 -1.76 0.323
H -1.50 -0.95 -2.82 0.305
H -2.46 -1.05 -1.44 0.342
H -0.61 0.09 -0.45 0.347
H 1.15 -2.19 -1.51 0.356
H 1.43 -0.45 0.99 -0.013
H 2.59 -1.78 0.49 0.381
H 1.01 -1.98 1.31 0.319
O 2.67 1.18 -0.68 -0.626
H 3.14 0.87 -1.45 0.305
H 3.16 0.70 -0.03 0.301
O -3.14 2.93 1.05 -0.635
H -3.12 3.85 0.83 0.308
H -2.25 2.63 1.23 0.332
O -0.42 1.67 2.49 -0.636
H 0.38 1.13 2.58 0.300
H -0.93 0.97 2.07 0.328
```

Results
SMILES ... C/C=C/C.O.O.O
Lowest unoccupied orbital energy ... 0.541 eV

=====

## 2
DFT (ωB97M-V/def2-TZVPD) results for 4 unconnected molecules or ions with the total composition C4H14O3.

```
21
Properties=species:S:1:pos:R:3:mulliken_charge:R:1
C -0.12 -0.70 -1.81 -0.968
C -1.26 -0.55 -0.85 -0.012
C -1.48 0.50 -0.05 -0.367
C -2.61 0.61 0.93 -1.074
H 0.62 -1.41 -1.43 0.201
H -0.48 -1.10 -2.76 0.368
H 0.36 0.26 -1.99 0.282
H -1.99 -1.36 -0.80 0.285
H -0.79 1.34 -0.13 0.341
H -3.26 -0.27 0.89 0.292
H -3.21 1.48 0.66 0.348
H -2.25 0.75 1.94 0.316
O 2.94 -0.31 0.54 -0.690
H 3.62 -0.50 1.16 0.285
H 2.14 -0.74 0.91 0.405
O 0.49 -1.37 1.70 -0.752
H 0.16 -2.09 1.17 0.341
H -0.12 -0.65 1.46 0.344
O 2.07 2.20 -0.45 -0.638
H 2.40 1.35 -0.11 0.386
H 2.78 2.55 -0.98 0.308
```

Results
SMILES ... C/C=C/C.O.O.O
Lowest unoccupied orbital energy ... 0.790 eV

=====

## 3
DFT (ωB97M-V/def2-TZVPD) results for 4 unconnected molecules or ions with the total composition C4H14O3.

```
21
Properties=species:S:1:pos:R:3:mulliken_charge:R:1
C 2.49 3.16 -1.88 -1.064
C 1.96 1.88 -2.42 -0.070
C 0.88 1.22 -1.99 -0.078
C 0.66 -0.26 -1.97 -1.023
H 3.05 3.65 -2.68 0.305
H 1.71 3.84 -1.53 0.343
H 3.13 3.05 -1.00 0.250
H 2.37 1.44 -3.33 0.302
H 0.37 1.77 -1.19 0.146
H -0.13 -0.56 -2.67 0.271
H 0.33 -0.62 -1.00 0.303
H 1.56 -0.80 -2.26 0.321
O -0.75 2.25 2.12 -0.637
H -1.49 1.73 1.79 0.321
H -0.64 2.93 1.45 0.309
O -0.19 -4.36 5.77 -0.641
H -0.94 -3.98 5.30 0.320
H 0.48 -3.68 5.81 0.321
O -5.06 -3.96 0.76 -0.645
H -5.27 -4.01 -0.17 0.322
H -4.53 -4.70 1.06 0.322
```

Results
SMILES ... C/C=C/C.O.O.O
Lowest unoccupied orbital energy ... 0.626 eV

=====

Most stable = 2

=====

## 1
DFT (ωB97M-V/def2-TZVPD) results for a molecular structure, C6H8N2O2.

```
18
Properties=species:S:1:pos:R:3:mulliken_charge:R:1
O -1.63 0.02 -1.56 -0.520
C -2.10 -1.08 -1.47 0.529
C -2.57 -2.14 -2.45 -0.598
C -3.21 -2.78 -1.23 -0.174
C -2.27 -3.04 -0.13 0.062
C -0.86 -3.54 -0.36 -0.045
C 0.13 -3.03 0.59 0.205
N 0.98 -2.38 1.06 -0.493
N -2.74 -1.64 -0.32 -0.474
H -3.30 -1.72 -3.15 0.288
H -1.78 -2.66 -3.01 0.172
H -4.25 -3.11 -1.18 0.366
H -2.71 -3.44 0.78 0.387
H -0.87 -4.64 -0.28 0.368
H -0.51 -3.32 -1.38 -0.052
O 1.45 -2.19 -2.89 -0.664
H 1.71 -3.05 -3.24 0.308
H 1.84 -2.07 -1.96 0.334
```

Results
Lowest unoccupied orbital energy ... 0.401 eV

=====

## 2
DFT (ωB97M-V/def2-TZVPD) results for 2 unconnected molecules or ions with the total composition C6H8N2O2.

```
18
Properties=species:S:1:pos:R:3:mulliken_charge:R:1
O -2.65 0.16 2.06 -0.633
C -1.95 0.53 1.05 0.583
C -2.28 1.28 -0.13 -0.730
C -1.31 1.45 -1.09 0.035
N 0.00 1.19 -0.98 -0.234
C 0.40 0.92 0.34 0.100
O 1.55 1.42 0.91 -0.638
N -0.57 0.13 1.09 -0.096
H -3.17 1.20 -0.70 0.324
H -1.53 1.77 -2.12 0.392
H 0.72 2.12 -1.38 0.395
H -0.18 -0.12 2.05 0.313
C 2.36 -2.46 -0.20 -0.661
C 1.35 -1.56 -0.14 -0.263
H 3.21 -2.18 -0.75 0.278
H 2.39 -3.41 0.35 0.264
H 1.30 -0.60 -0.71 0.322
H 0.40 -1.83 0.36 0.248
```

Results
SMILES ... O=c1cc[nH]c(=O)[nH]1.C=C
Lowest unoccupied orbital energy ... -0.330 eV

=====

## 3
DFT (ωB97M-V/def2-TZVPD) results for 2 unconnected molecules or ions with the total composition C6H8N2O2.

```
18
Properties=species:S:1:pos:R:3:mulliken_charge:R:1
O 1.39 -1.75 2.14 -0.570
C 1.21 -0.67 1.63 0.128
C 0.37 -0.48 0.44 -0.192
C 0.26 0.74 -0.15 -0.230
N 0.88 1.84 0.35 -0.128
C 1.71 1.78 1.38 0.321
O 2.42 2.71 1.72 -0.619
N 1.70 0.57 2.11 -0.163
H -0.15 -1.26 -0.17 0.476
H -0.35 0.97 -1.07 0.321
H 1.11 2.61 -0.39 0.303
H 2.64 0.47 2.69 0.302
C -1.83 -1.69 -1.42 -0.717
C -2.44 -0.80 -2.11 -0.423
H -1.95 -1.65 -0.35 0.410
H -1.20 -2.43 -1.83 0.309
H -3.24 -0.22 -1.63 0.271
H -2.55 -0.75 -3.32 0.199
```

Results
SMILES ... O=c1cc[nH]c(=O)[nH]1.C=C
Lowest unoccupied orbital energy ... 0.466 eV

=====

## 4
DFT (ωB97M-V/def2-TZVPD) results for C6H8N2O2 in the gas phase.

```
18
Properties=species:S:1:pos:R:3:mulliken_charge:R:1
C -2.20 -0.05 -1.43 -0.657
O -0.93 -0.61 -1.22 -0.380
C -0.15 -0.12 -0.16 1.010
C -0.80 -0.19 1.31 -0.169
O -0.26 0.31 2.23 -0.418
C 1.03 -1.21 -0.11 -0.700
N 2.20 -0.69 0.64 -0.524
C 2.17 0.58 0.89 -0.214
C 1.30 1.49 0.29 -0.073
N 0.29 1.15 -0.44 -0.573
H -2.10 0.69 -2.32 0.249
H -2.53 0.54 -0.50 0.297
H -3.01 -0.84 -1.71 0.202
H -1.69 -0.82 1.38 0.422
H 0.86 -2.04 0.55 0.313
H 1.30 -1.54 -1.13 0.371
H 2.87 0.88 1.64 0.409
H 1.66 2.47 0.08 0.435
```

Results
SMILES ... CO[C@@]1(C=O)CN=CC=N1
Lowest unoccupied orbital energy ... -0.200 eV

=====

Most stable = 3

=====

## 1
DFT (ωB97M-V/def2-TZVPD) results for a molecular structure, C43H43I2N7OSbTi.

```
98
Properties=species:S:1:pos:R:3:mulliken_charge:R:1
Ti 0.14 0.42 -1.14 -0.597
I 1.92 -5.51 -5.54 0.007
C 1.04 -4.18 -4.20 -0.493
C -0.32 -3.94 -4.26 -0.209
C -0.88 -3.03 -3.37 -0.031
I -2.94 -2.73 -3.41 -0.035
C -0.12 -2.32 -2.42 -0.007
O -0.66 -1.43 -1.66 -0.931
C 1.25 -2.66 -2.34 0.979
C 2.17 -2.14 -1.26 -1.466
N 1.75 -0.98 -0.44 1.112
C 2.85 -0.05 -0.24 -0.479
C 3.09 0.66 -1.55 0.704
C 4.35 0.99 -2.01 -0.951
C 4.47 1.65 -3.22 -0.529
C 3.34 1.93 -3.96 -1.118
C 2.11 1.54 -3.45 -0.284
N 1.99 0.90 -2.28 1.212
C 1.82 -3.55 -3.23 -0.833
H -0.94 -4.44 -4.98 0.379
H 2.41 -2.96 -0.57 0.539
H 3.12 -1.87 -1.74 0.467
H 1.30 -1.31 0.43 0.053
H 2.55 0.68 0.52 -0.237
H 3.78 -0.53 0.11 0.595
H 5.22 0.75 -1.40 0.529
H 5.45 1.93 -3.59 0.414
H 3.38 2.44 -4.91 0.487
H 1.19 1.73 -3.99 0.279
H 2.88 -3.77 -3.17 0.428
C -2.68 0.48 -6.05 -0.782
C -1.41 0.17 -5.59 -1.062
C -1.04 0.43 -4.29 0.219
C -1.92 1.03 -3.37 0.643
C -3.21 1.31 -3.83 -0.695
C -3.57 1.04 -5.14 -0.771
N -1.47 1.21 -2.08 1.350
C -2.20 1.91 -1.11 -0.859
C -2.94 3.07 -1.35 -0.391
C -3.58 3.74 -0.32 -0.997
C -3.50 3.27 0.98 -0.897
C -2.74 2.14 1.25 -0.449
C -2.07 1.48 0.23 0.294
N -1.24 0.34 0.47 2.685
N -1.72 -0.34 1.50 -1.274
C -1.20 -1.54 1.90 -0.595
C -2.09 -2.27 2.74 -0.721
C -1.74 -3.52 3.18 -0.515
C -0.49 -4.05 2.81 -0.834
C 0.32 -3.26 2.03 -0.583
N 0.01 -2.03 1.60 0.191
H -2.98 0.27 -7.06 0.366
H -0.70 -0.32 -6.25 0.417
H -0.06 0.10 -3.95 0.266
H -3.95 1.71 -3.16 0.527
H -4.59 1.27 -5.46 0.368
H -2.98 3.47 -2.36 0.626
H -4.14 4.64 -0.55 0.362
H -4.01 3.79 1.78 0.407
H -2.64 1.77 2.26 0.498
H -3.04 -1.83 2.98 0.475
H -2.42 -4.09 3.80 0.371
H -0.17 -5.03 3.12 0.425
H 1.31 -3.62 1.75 0.330
C 3.03 2.64 4.40 -1.108
C 2.61 1.31 5.01 -0.986
Sb 0.98 0.43 3.90 0.574
C 0.65 -1.25 5.22 -0.589
C 0.80 -0.96 6.71 -1.354
C -0.52 1.71 4.78 -0.951
C -1.88 1.03 4.88 -0.840
H 3.85 3.12 4.95 0.421
H 2.20 3.35 4.39 0.283
H 3.36 2.52 3.36 0.225
H 2.30 1.45 6.05 0.471
H 3.45 0.60 5.02 0.464
H 1.32 -2.04 4.90 0.535
H -0.36 -1.60 5.00 0.169
H 1.84 -0.72 6.97 0.318
H 0.50 -1.81 7.32 0.393
H 0.19 -0.11 7.02 0.279
H -0.58 2.59 4.13 0.599
H -0.16 2.05 5.75 0.487
H -2.19 0.63 3.91 -0.067
H -2.65 1.73 5.21 0.427
H -1.86 0.20 5.59 0.277
N 1.80 7.64 0.94 -0.645
C 1.56 6.56 0.65 -0.206
C 1.26 5.20 0.29 0.262
C 1.37 4.18 1.23 -0.889
C 1.10 2.87 0.86 0.445
C 0.71 2.50 -0.44 1.624
C 0.61 3.57 -1.35 -0.535
C 0.87 4.88 -1.01 -0.881
H 1.66 4.42 2.25 0.423
H 1.16 2.11 1.63 -0.547
H 0.28 3.37 -2.36 0.053
H 0.77 5.67 -1.75 0.491
```

Results
Lowest unoccupied orbital energy (spin up / spin down) ... 2.020 / 1.922 eV
Net charge ... -1
Spin multiplicity ... 3

=====

## 2
DFT (ωB97M-V/def2-TZVPD) results for a molecular structure, C43H43I2N7OSbTi.

```
98
Properties=species:S:1:pos:R:3:mulliken_charge:R:1
Ti -0.46 0.43 -0.14 -0.498
I 4.36 2.15 5.77 0.032
C 3.20 1.40 4.22 -0.324
C 3.18 0.04 3.97 -0.533
C 2.38 -0.44 2.94 0.208
I 2.28 -2.49 2.64 0.043
C 1.62 0.40 2.13 -0.617
O 0.93 -0.10 1.14 0.770
C 1.62 1.77 2.43 0.866
C 0.77 2.76 1.66 -1.605
N -0.60 2.27 1.40 0.212
C -1.42 2.38 2.62 -0.600
C -1.00 1.44 3.71 0.493
C -0.73 1.97 4.98 -1.313
C -0.31 1.11 5.98 -0.487
C -0.20 -0.25 5.70 -1.196
C -0.52 -0.68 4.42 -0.280
N -0.92 0.14 3.45 0.651
C 2.41 2.25 3.46 -0.908
H 3.75 -0.65 4.57 0.417
H 1.24 3.02 0.71 0.564
H 0.71 3.68 2.26 0.539
H -1.05 2.87 0.71 0.222
H -2.47 2.25 2.36 -0.076
H -1.30 3.40 3.01 0.386
H -0.80 3.03 5.15 0.474
H -0.07 1.49 6.96 0.422
H 0.13 -0.96 6.44 0.412
H -0.47 -1.73 4.16 0.639
H 2.39 3.31 3.68 0.446
C -2.42 -4.50 2.28 -0.875
C -1.97 -4.28 0.98 -0.811
C -1.99 -3.00 0.44 0.877
C -2.43 -1.89 1.17 0.381
C -2.89 -2.13 2.47 -0.103
C -2.88 -3.41 3.01 -1.203
N -2.35 -0.66 0.54 0.301
C -3.28 0.33 0.74 0.990
C -4.41 0.33 1.57 -1.420
C -5.22 1.46 1.68 -0.763
C -4.96 2.62 0.96 -1.085
C -3.89 2.61 0.06 -0.142
C -3.09 1.49 -0.05 -0.539
N -2.04 1.40 -1.04 2.352
N -2.30 2.13 -2.09 -1.328
C -1.48 1.87 -3.16 -0.033
C -1.54 2.80 -4.23 -0.653
C -0.67 2.66 -5.27 -0.502
C 0.23 1.58 -5.27 -1.084
C 0.16 0.69 -4.21 0.157
N -0.67 0.80 -3.18 0.291
H -2.42 -5.49 2.70 0.389
H -1.62 -5.10 0.38 0.439
H -1.67 -2.83 -0.58 0.000
H -3.21 -1.31 3.08 0.325
H -3.23 -3.56 4.02 0.363
H -4.67 -0.55 2.13 0.641
H -6.07 1.42 2.35 0.390
H -5.58 3.50 1.07 0.354
H -3.68 3.46 -0.57 0.447
H -2.25 3.62 -4.16 0.473
H -0.68 3.37 -6.09 0.361
H 0.95 1.43 -6.06 0.489
H 0.83 -0.15 -4.19 0.005
C -1.34 -3.88 -3.07 -1.215
C -0.14 -4.02 -2.14 -0.521
Sb 0.95 -2.19 -1.88 -0.437
C 2.62 -3.16 -0.95 -0.539
C 3.43 -4.12 -1.83 -1.277
C 1.67 -2.24 -3.91 -1.212
C 2.93 -1.41 -4.16 -0.975
H -1.95 -4.78 -3.09 0.368
H -1.02 -3.69 -4.10 0.378
H -1.99 -3.05 -2.78 0.225
H 0.58 -4.74 -2.54 0.649
H -0.44 -4.38 -1.16 0.021
H 2.16 -3.69 -0.12 0.275
H 3.26 -2.41 -0.49 0.514
H 2.80 -4.70 -2.50 0.204
H 3.99 -4.83 -1.22 0.387
H 4.15 -3.59 -2.45 0.279
H 0.85 -1.90 -4.55 0.854
H 1.82 -3.30 -4.13 0.504
H 2.84 -0.41 -3.74 0.140
H 3.14 -1.31 -5.22 0.360
H 3.80 -1.87 -3.69 0.123
N 5.05 4.49 -3.54 -0.650
C 4.20 3.90 -3.03 -0.235
C 3.15 3.15 -2.39 0.408
C 1.87 3.70 -2.27 -0.706
C 0.88 2.95 -1.66 0.082
C 1.06 1.65 -1.16 1.801
C 2.38 1.17 -1.28 -0.580
C 3.41 1.88 -1.88 -0.729
H 1.67 4.69 -2.65 0.466
H -0.11 3.41 -1.59 0.301
H 2.63 0.19 -0.86 0.407
H 4.40 1.46 -1.95 0.486
```

Results
Lowest unoccupied orbital energy (spin up / spin down) ... 1.958 / 1.958 eV
Net charge ... -1
Spin multiplicity ... 3

=====

Most stable = 1